1.
Below is a single C4H4N2O molecule, with properties calculated with ωB97M-V/def2-TZVPD.

**Total charge**: 0
**E_HOMO**: -8.826 eV
**Spin multiplicity**: 1

```
11
C4H4N2O, DFT ωB97M-V/def2-TZVPD
O -0.85 1.29 2.03
C -0.46 0.75 1.02
C -0.81 -0.68 0.67
C -0.08 -1.40 -0.43
N 0.73 -0.56 -1.08
C 0.89 0.82 -0.84
N 0.36 1.49 0.10
H -0.75 -1.29 1.58
H -1.87 -0.73 0.40
H 1.27 -0.93 -1.86
H 1.54 1.33 -1.55
```

2.
Below is a molecular structure, C24H30N2O3 at a distorted geometry, with properties calculated with ωB97M-V/def2-TZVPD.

**Total charge**: 0
**E_HOMO**: -7.531 eV
**Spin multiplicity**: 1

```
59
C24H30N2O3, DFT ωB97M-V/def2-TZVPD
O 0.30 -3.00 1.59
C 0.29 -1.89 1.46
N -0.41 -1.03 2.15
H -0.32 -0.01 1.74
C -1.61 -1.43 2.71
C -1.38 -0.42 4.05
C -2.76 -0.05 4.62
C -3.56 0.53 3.78
C -3.19 0.31 2.29
C -2.86 -1.05 2.12
H -3.39 -1.73 2.62
H -2.54 -1.37 1.04
H -2.58 0.99 1.87
H -4.06 0.64 1.79
H -3.41 1.58 4.00
H -4.60 0.59 3.93
H -2.79 0.30 5.63
H -3.25 -1.11 4.83
H -0.74 -1.10 5.00
H -0.84 0.58 3.96
H -1.34 -2.46 3.00
C 1.63 -1.14 0.43
N 0.97 -0.48 -0.59
C 0.36 0.87 -0.56
O 0.13 1.03 0.51
C -0.16 1.14 -1.90
H 0.15 2.20 -2.28
C 0.50 0.01 -2.77
C 1.11 -0.81 -2.05
O 1.60 -1.87 -2.30
H 1.20 0.33 -3.58
C -0.86 -0.61 -3.62
H -0.71 -1.47 -3.94
C -1.93 -0.39 -2.51
H -2.90 -0.60 -2.78
H -1.49 -1.02 -1.36
C -1.66 0.93 -2.19
H -2.16 1.83 -1.31
C -1.89 1.67 -3.55
H -1.27 2.70 -3.70
H -3.11 1.97 -3.67
C -1.23 0.80 -4.51
H -0.58 0.98 -5.28
H -2.26 0.21 -5.26
H 2.07 -2.21 -0.12
C 2.37 -0.48 1.22
C 3.41 0.10 0.16
C 3.29 1.40 -0.31
C 4.41 1.66 -1.20
C 5.47 0.97 -1.80
C 5.41 -0.44 -1.26
C 4.52 -0.88 -0.30
H 4.46 -1.96 0.18
H 6.05 -0.95 -1.69
H 5.89 1.38 -2.47
H 4.36 2.98 -1.48
H 2.71 1.97 0.03
H 2.12 0.43 1.64
H 3.04 -1.12 2.00
```

3.
Below is a molecular structure, C19H22N5O6S2W, with properties calculated with ωB97M-V/def2-TZVPD.

**<S²>**: 2.02
**Total charge**: +1
**E_HOMO (spin up / spin down)**: -10.801 / -11.405 eV
**Spin multiplicity**: 3

```
55
C19H22N5O6S2W, DFT ωB97M-V/def2-TZVPD
W 0.22 0.40 -0.04
C -0.74 4.66 0.03
C -0.77 3.19 -0.17
N -0.30 2.33 0.69
N 0.13 2.83 1.90
C 0.99 2.05 2.49
N 1.43 2.40 3.70
S 1.69 0.55 1.82
C -1.30 2.58 -1.41
C -1.84 3.32 -2.44
C -2.32 2.65 -3.56
C -2.23 1.27 -3.63
C -1.64 0.60 -2.57
N -1.17 1.23 -1.50
H 0.17 4.93 0.57
H -1.58 4.97 0.65
H -0.78 5.19 -0.91
H 1.08 3.24 4.13
H 2.11 1.84 4.19
H -1.92 4.39 -2.38
H -2.76 3.21 -4.38
H -2.60 0.71 -4.48
H -1.52 -0.48 -2.59
O 1.43 -5.20 -2.37
C 1.07 -4.02 -1.91
C 0.08 -3.85 -0.92
C -0.15 -2.58 -0.47
N 0.52 -1.54 -0.94
C 1.40 -1.67 -1.93
C 1.70 -2.89 -2.46
C 1.97 -0.33 -2.33
O 2.67 -0.15 -3.28
O 1.54 0.63 -1.49
C -1.13 -2.16 0.60
O -1.85 -2.91 1.19
O -1.10 -0.83 0.77
H 1.13 -5.91 -1.78
H -0.45 -4.69 -0.49
H 2.43 -3.01 -3.25
C 5.32 -3.75 1.26
C 4.23 -2.69 1.24
S 2.55 -3.37 1.33
O 2.53 -4.59 0.46
C 2.56 -3.93 3.04
C 1.26 -4.68 3.31
H 6.28 -3.28 1.05
H 5.12 -4.51 0.51
H 5.39 -4.23 2.24
H 4.25 -2.13 0.30
H 4.31 -1.96 2.05
H 2.65 -3.04 3.65
H 3.43 -4.57 3.18
H 0.39 -4.04 3.15
H 1.24 -5.03 4.34
H 1.17 -5.55 2.66
```

4.
Below is 2 unconnected molecules or ions with the total composition C5H10O3 at a distorted geometry, with properties calculated with ωB97M-V/def2-TZVPD.

**Total charge**: 0
**E_HOMO**: -8.911 eV
**Structure (SMILES)**: C=C(C)O.CC(=O)O
**Spin multiplicity**: 1

```
18
C5H10O3, DFT ωB97M-V/def2-TZVPD
C -0.70 0.23 -1.32
C -2.21 0.27 -1.02
C 1.36 -0.95 1.55
C 0.11 -0.79 -1.03
C 1.30 0.53 1.08
O -0.28 1.50 -1.69
O 2.16 1.05 0.44
O 0.16 1.17 1.47
H -2.52 -0.74 -0.85
H -2.23 0.92 -0.19
H -2.90 0.62 -1.78
H 2.11 -1.20 2.33
H 0.31 -1.38 1.78
H 1.85 -1.31 0.60
H -0.10 -1.72 -0.58
H 1.20 -0.60 -1.17
H 0.65 1.48 -1.95
H -0.26 0.90 2.32
```

5.
Below is 14 unconnected molecules or ions with the total composition C33H78N9O27 at a distorted geometry, with properties calculated with ωB97M-V/def2-TZVPD.

**Total charge**: +3
**E_HOMO**: -11.621 eV
**Spin multiplicity**: 1

```
147
C33H78N9O27, DFT ωB97M-V/def2-TZVPD
C -0.85 4.09 1.04
C 0.38 3.84 0.16
O 1.22 3.02 0.34
N 0.37 4.43 -1.27
H 0.32 3.65 -1.93
H -0.50 4.95 -1.38
C 1.56 5.27 -1.60
H -1.79 3.75 0.62
H -0.82 5.17 1.20
H -0.83 3.60 2.02
H 1.54 5.93 -0.73
H 1.24 5.82 -2.48
H 2.47 4.70 -1.73
C 4.41 1.79 1.16
C 5.01 2.90 0.34
O 4.59 3.18 -0.74
N 5.93 3.88 1.06
H 6.02 3.39 1.95
H 6.84 3.92 0.60
C 5.32 5.29 1.17
H 4.20 0.93 0.53
H 3.44 2.11 1.55
H 5.02 1.46 2.00
H 6.03 5.90 1.74
H 4.43 5.34 1.79
H 5.06 5.71 0.20
C 1.11 -1.97 0.18
C 0.78 -0.59 0.67
O 1.46 0.27 1.15
N -0.68 -0.37 0.74
H -1.24 -1.20 0.87
H -0.97 0.15 1.58
C -1.21 0.40 -0.48
H 0.35 -2.69 0.48
H 2.09 -2.36 0.45
H 1.02 -1.93 -0.91
H -0.88 0.00 -1.43
H -0.94 1.45 -0.36
H -2.28 0.32 -0.26
C 2.70 -3.32 3.85
C 3.51 -2.10 3.44
O 3.06 -1.02 3.24
N 5.03 -2.28 3.74
H 5.19 -3.29 3.67
H 5.49 -2.01 2.86
C 5.65 -1.76 5.02
H 3.05 -3.78 4.78
H 2.90 -4.01 3.02
H 1.65 -3.04 3.86
H 6.71 -1.97 4.93
H 5.12 -2.33 5.79
H 5.41 -0.70 5.03
C -4.99 0.98 0.91
C -5.67 1.67 -0.23
O -6.08 1.09 -1.18
N -6.04 3.17 -0.11
H -6.69 3.42 -0.86
H -6.45 3.31 0.81
C -4.81 4.08 -0.25
H -5.55 1.12 1.83
H -3.98 1.40 0.97
H -4.87 -0.10 0.92
H -4.11 3.64 0.46
H -5.16 5.07 0.01
H -4.43 3.95 -1.26
C 1.23 2.39 4.29
C 1.84 1.36 5.19
O 2.97 1.44 5.56
N 1.00 0.13 5.57
H 0.48 -0.26 4.78
H 1.61 -0.55 6.03
C -0.07 0.47 6.59
H 2.00 3.13 4.10
H 0.53 3.01 4.85
H 0.82 2.03 3.34
H -0.65 -0.44 6.74
H -0.80 1.18 6.19
H 0.40 0.90 7.47
C -3.65 -0.53 -3.45
C -4.70 -1.53 -3.04
O -5.17 -1.71 -1.96
N -5.08 -2.53 -4.16
H -4.27 -2.70 -4.77
H -5.18 -3.50 -3.85
C -6.37 -2.12 -4.89
H -3.55 -0.66 -4.53
H -2.77 -0.72 -2.85
H -3.91 0.52 -3.29
H -7.16 -1.99 -4.15
H -6.48 -2.82 -5.71
H -6.16 -1.13 -5.30
C 3.29 0.71 -2.20
C 3.34 0.59 -3.71
O 4.34 0.34 -4.28
N 2.03 0.67 -4.49
H 1.51 -0.15 -4.15
H 1.52 1.50 -4.21
C 2.21 0.76 -5.98
H 4.28 1.07 -1.93
H 3.12 -0.21 -1.64
H 2.59 1.53 -2.00
H 2.53 1.75 -6.30
H 1.27 0.54 -6.48
H 2.91 -0.02 -6.29
C -3.12 -6.06 -1.06
C -2.76 -4.63 -1.44
O -3.51 -3.71 -1.36
N -1.34 -4.37 -1.88
H -0.97 -5.26 -2.21
H -1.23 -3.87 -2.78
C -0.34 -3.95 -0.81
H -4.18 -6.28 -0.94
H -2.56 -6.30 -0.16
H -2.78 -6.80 -1.79
H 0.63 -3.73 -1.25
H -0.24 -4.90 -0.28
H -0.70 -3.13 -0.19
O -1.47 2.05 -4.82
C -0.96 2.39 -3.63
O 0.17 2.89 -3.54
O -1.77 2.15 -2.66
H -2.27 1.69 -4.38
O -0.38 -3.36 -4.05
C 0.02 -2.05 -4.15
O 0.63 -1.58 -3.16
O -0.21 -1.36 -5.17
H -0.82 -3.36 -4.92
O -2.58 2.07 4.46
C -1.98 1.58 3.33
O -1.14 0.67 3.54
O -2.20 2.11 2.23
H -2.32 1.38 5.08
O 1.35 -4.34 3.78
C 0.90 -3.88 2.57
O -0.29 -3.44 2.57
O 1.64 -3.93 1.58
H 0.51 -4.22 4.25
O 3.50 -2.45 -3.64
C 4.30 -2.44 -2.51
O 3.63 -2.58 -1.43
O 5.53 -2.39 -2.61
H 2.69 -2.54 -3.11
O -5.01 -2.86 0.77
C -4.20 -2.07 1.50
O -4.69 -1.28 2.33
O -2.99 -2.09 1.11
H -4.21 -2.90 0.20
```

6.
Below is a gas-phase ion, C3HCl2N2 (charge +1) at a distorted geometry, with properties calculated with ωB97M-V/def2-TZVPD.

**Total charge**: +1
**E_HOMO**: -16.606 eV
**Structure (SMILES)**: ClC1=NC(Cl)=[N+]=C1
**Spin multiplicity**: 1

```
8
C3HCl2N2, DFT ωB97M-V/def2-TZVPD
C 0.95 -0.54 -0.05
C 0.50 0.93 0.06
C -1.17 -0.37 0.13
N -0.84 0.91 -0.01
N -0.07 -1.29 0.12
Cl 1.40 2.26 0.05
Cl -2.71 -0.87 0.02
H 1.94 -1.03 -0.31
```

7.
Below is a single C15H22O5 molecule at a distorted geometry, with properties calculated with ωB97M-V/def2-TZVPD.

**Total charge**: 0
**E_HOMO**: -8.786 eV
**Structure (SMILES)**: C#CC[C@](CCCCCOC(C)=O)(C[C@@H]1CO1)OC=O
**Spin multiplicity**: 1

```
42
C15H22O5, DFT ωB97M-V/def2-TZVPD
C -4.10 0.96 2.48
C -3.61 1.23 1.17
C -2.77 0.98 -0.26
C -1.15 0.84 -0.04
C -0.63 1.88 1.12
C 1.00 1.99 1.26
C 1.69 0.72 2.04
C 2.52 -0.16 0.92
C 2.82 -1.65 1.54
O 1.66 -2.56 1.52
C 1.49 -3.23 0.22
C 2.21 -2.80 -1.19
O 0.68 -4.32 0.21
C -0.46 1.38 -1.47
C -1.34 0.58 -2.79
C -1.10 1.31 -4.34
O -2.48 1.41 -3.44
O -0.67 -0.55 0.12
C -1.25 -1.21 1.29
O -1.90 -2.39 1.10
H -4.59 0.56 3.49
H -3.25 0.05 -0.83
H -2.93 1.98 -0.88
H -1.04 1.59 2.20
H -1.02 2.96 0.80
H 1.58 2.17 0.27
H 1.21 2.96 1.94
H 2.42 1.12 2.87
H 0.83 0.13 2.57
H 3.57 0.33 0.66
H 1.93 -0.21 -0.09
H 3.10 -1.49 2.69
H 3.77 -2.17 1.05
H 1.65 -1.88 -1.68
H 2.16 -3.70 -1.97
H 3.37 -2.58 -1.07
H -0.63 2.53 -1.64
H 0.65 1.02 -1.58
H -1.42 -0.67 -2.75
H -0.83 0.21 -4.72
H -1.87 1.44 -5.19
H -1.27 -0.78 2.39
```

Calculated E_tot in order - -339.49458 -1266.99293 -2325.82141 -422.18891 -3827.21801 -1144.43865 -960.28165 Eh
Calculated energy relative to the best compared isomer or geometry (same formula, charge and spin) in order - 2.370 23.767 1.206 1.841 7.876 0.087 20.135 eV